DFT (ωB97M-V/def2-TZVPD) results for C4H11N2 as an isolated structure in a non-equilibrium geometry.

Summary:
Net charge ... +1
LUMO (alpha / beta) ... -5.026 / -5.025 eV
Kohn-Sham gap (alpha / beta) ... 7.54 / 7.54 eV
E_HOMO (alpha / beta) ... -12.56 / -12.56 eV
ΔE to the lowest compared entry with this formula, charge and spin ... 4.234 eV
Calculated total energy ... -268.14928 a.u.

CARTESIAN COORDINATES (ANGSTROEM)
1 C -1.69854 -0.78921 -1.24292
2 C 1.86826 0.13294 0.58069
3 C -1.97327 -0.52802 0.04461
4 C -0.26377 1.32579 0.27639
5 N 2.10444 -0.91181 -0.20927
6 N -1.14896 0.33768 0.75454
7 H -0.90391 -0.43878 -1.91754
8 H -2.47280 -1.36304 -1.75692
9 H 2.71809 0.87607 0.52871
10 H -2.57976 -1.14672 0.61439
11 H -0.46481 1.70220 -0.73726
12 H -0.18146 2.20529 0.94037
13 H 0.87245 0.93928 0.20697
14 H 2.82104 -0.92588 -1.00831
15 H 1.21789 -1.52991 -0.34366
16 H -1.33903 0.17911 1.70969
17 H 1.42413 -0.06500 1.55953